No. 1
{"formula": "C16H21ClN2O2", "method": "ωB97M-V/def2-TZVPD", "homo_energy_ev": -8.9433, "de_lowest_ev": 0.705, "energy_ha": -1342.51856, "smiles": "CCCNC(=O)N1CCC[C@@H](C(=O)c2cccc(Cl)c2)C1", "fmax_ev_per_a": 0.62, "lumo_ev": 0.191, "species": ["C", "C", "C", "N", "C", "O", "N", "C", "C", "C", "C", "C", "O", "C", "C", "C", "C", "C", "Cl", "C", "C", "H", "H", "H", "H", "H", "H", "H", "H", "H", "H", "H", "H", "H", "H", "H", "H", "H", "H", "H", "H", "H"], "positions_angstrom": [[5.651985, -0.774716, -1.890819], [5.863732, -1.637581, -0.653175], [4.544460, -1.966887, 0.049010], [3.866034, -0.790168, 0.547060], [2.803417, -0.268444, -0.138985], [2.264432, -0.863510, -1.052817], [2.388194, 0.990332, 0.256753], [2.510801, 1.494419, 1.608205], [1.310703, 1.053409, 2.451584], [0.016128, 1.542377, 1.807881], [-0.072211, 1.056626, 0.352201], [-1.284710, 1.681868, -0.307323], [-1.286952, 2.843443, -0.650261], [-2.476615, 0.818107, -0.523052], [-3.359211, 1.171209, -1.543378], [-4.484138, 0.408989, -1.793185], [-4.758806, -0.704398, -1.016936], [-3.890732, -1.041810, 0.010484], [-4.236621, -2.418372, 0.998731], [-2.750110, -0.299411, 0.261146], [1.198520, 1.494693, -0.395886], [5.206960, 0.181610, -1.624021], [6.598759, -0.585496, -2.391405], [4.981500, -1.273093, -2.586183], [6.528199, -1.122995, 0.047334], [6.343003, -2.576171, -0.936798], [4.730537, -2.642595, 0.891326], [3.856760, -2.447315, -0.649843], [4.439600, -0.167377, 1.092268], [3.437708, 1.159368, 2.073443], [2.536982, 2.588137, 1.550352], [1.401183, 1.455330, 3.461873], [1.304313, -0.037361, 2.513387], [-0.845638, 1.187100, 2.377120], [-0.006663, 2.634898, 1.811402], [-0.124647, -0.033430, 0.318178], [-3.138394, 2.047679, -2.133124], [-5.157113, 0.681650, -2.591689], [-5.636564, -1.304052, -1.199894], [-2.103883, -0.585797, 1.074987], [1.181792, 1.102680, -1.413639], [1.248178, 2.586194, -0.427892]], "atomic_forces_ev_per_a": [[0.099, -0.110, 0.141], [-0.313, 0.064, -0.064], [0.208, -0.301, 0.008], [0.178, 0.077, 0.227], [0.129, 0.250, 0.235], [-0.178, -0.213, -0.324], [-0.008, 0.113, -0.179], [0.029, -0.195, 0.375], [0.046, 0.228, -0.095], [0.026, -0.269, 0.040], [0.225, 0.475, -0.012], [0.229, -0.241, 0.157], [0.033, -0.012, -0.025], [-0.564, -0.035, -0.256], [0.123, 0.030, 0.086], [0.020, 0.014, 0.016], [0.069, -0.047, 0.116], [-0.024, 0.148, -0.141], [-0.042, -0.160, 0.120], [0.024, 0.104, -0.106], [-0.248, -0.132, -0.363], [-0.039, 0.110, -0.042], [0.046, 0.072, -0.081], [-0.072, -0.006, -0.116], [0.074, -0.070, 0.035], [0.070, -0.028, 0.077], [-0.050, -0.015, -0.136], [0.095, -0.035, 0.129], [-0.136, 0.054, -0.048], [-0.026, 0.113, -0.037], [0.081, -0.063, 0.054], [0.011, -0.045, 0.052], [0.042, -0.042, 0.066], [-0.037, 0.069, 0.043], [-0.055, 0.035, -0.007], [-0.022, 0.029, -0.011], [0.015, 0.070, -0.038], [-0.053, 0.014, -0.075], [-0.063, -0.072, 0.009], [0.099, -0.064, 0.067], [-0.007, 0.159, 0.097], [-0.034, -0.072, 0.005]], "nbo_charge": [-0.6105, -0.4009, -0.2213, -0.6412, 0.7930, -0.6710, -0.4661, -0.2051, -0.4119, -0.3888, -0.3499, 0.5842, -0.5408, -0.0702, -0.1881, -0.1968, -0.2143, -0.0303, 0.0073, -0.2319, -0.2009, 0.2036, 0.2085, 0.2142, 0.1864, 0.2062, 0.1889, 0.2342, 0.3824, 0.1977, 0.1988, 0.2140, 0.2045, 0.2108, 0.2121, 0.2247, 0.2364, 0.2212, 0.2295, 0.2277, 0.2446, 0.2091]}

***

No. 2
{"formula": "C40H48AsF5NOP4STi", "method": "ωB97M-V/def2-TZVPD", "homo_energy_ev": [-9.3339, -10.2445], "multiplicity": 3, "de_lowest_ev": 0.879, "total_charge": 1, "energy_ha": -7031.08172, "s_squared": 2.0061, "fmax_ev_per_a": 0.87, "lumo_ev": [-1.878, -1.838], "species": ["Ti", "C", "P", "C", "C", "C", "P", "C", "C", "H", "H", "H", "H", "H", "H", "H", "H", "H", "H", "H", "H", "H", "H", "H", "H", "F", "C", "C", "F", "C", "F", "C", "S", "C", "F", "C", "F", "C", "N", "P", "C", "C", "C", "C", "C", "C", "C", "C", "C", "C", "C", "C", "P", "C", "C", "C", "C", "C", "C", "C", "C", "C", "C", "C", "C", "H", "H", "H", "H", "H", "H", "H", "H", "H", "H", "H", "H", "H", "H", "H", "H", "H", "H", "H", "H", "H", "H", "H", "C", "As", "C", "C", "O", "H", "H", "H", "H", "H", "H", "H", "H", "H"], "positions_angstrom": [[-0.242473, 0.860655, -0.160445], [-3.140554, -1.586780, 0.512894], [-2.378082, -0.014110, 1.058043], [-3.834298, 1.096823, 1.073489], [-2.178019, -0.291172, 2.863340], [-1.471645, 0.839851, 3.615525], [0.342470, 0.519078, 3.794651], [0.318895, -0.370563, 5.398628], [0.912810, 2.164318, 4.351195], [-3.685223, -2.065414, 1.329192], [-2.389566, -2.271417, 0.123390], [-3.838794, -1.377358, -0.297967], [-4.604540, 0.688110, 1.729179], [-4.243494, 1.210289, 0.071038], [-3.546810, 2.085764, 1.431308], [-1.667560, -1.244900, 3.017520], [-3.199033, -0.420484, 3.233232], [-1.911259, 0.940924, 4.612380], [-1.598905, 1.802015, 3.111333], [-0.242291, -1.300281, 5.296241], [-0.142018, 0.238187, 6.180752], [1.333771, -0.631168, 5.701170], [0.289901, 2.577670, 5.149553], [0.903743, 2.837694, 3.499365], [1.939058, 2.087973, 4.712377], [-4.588855, 2.674730, -5.206491], [-3.456165, 2.614004, -4.509987], [-3.488138, 2.507730, -3.130721], [-4.657741, 2.450819, -2.486203], [-2.295880, 2.437650, -2.440813], [-2.366409, 2.292453, -1.088959], [-1.049551, 2.455911, -3.043621], [0.446372, 2.341501, -2.119713], [-1.055962, 2.569873, -4.430389], [0.089134, 2.601326, -5.110573], [-2.233636, 2.646217, -5.157964], [-2.197479, 2.745948, -6.483641], [1.397434, -3.454928, -0.710924], [0.668835, -2.211203, -0.453680], [0.961519, -1.239543, 0.940245], [2.745426, -0.852070, 0.985234], [3.752436, -1.817523, 0.993024], [5.084944, -1.448720, 0.882009], [5.432282, -0.107220, 0.783010], [4.442871, 0.866620, 0.805843], [3.112490, 0.489995, 0.909181], [0.762795, -2.511848, 2.229299], [-0.308729, -3.401483, 2.154067], [-0.495127, -4.365600, 3.132609], [0.394675, -4.458141, 4.196185], [1.469601, -3.585534, 4.272682], [1.648937, -2.613114, 3.297695], [0.161088, -1.151319, -1.709277], [1.559214, -1.191197, -2.872438], [1.634981, -2.051702, -3.966707], [2.788455, -2.121822, -4.734501], [3.887036, -1.337158, -4.413837], [3.822584, -0.471675, -3.331509], [2.664468, -0.395703, -2.573142], [-1.238222, -1.924383, -2.585562], [-2.305288, -1.073588, -2.870469], [-3.437055, -1.523177, -3.537255], [-3.525613, -2.852781, -3.916062], [-2.480957, -3.722485, -3.626792], [-1.347052, -3.263561, -2.975732], [1.578284, -3.979459, 0.226664], [2.355010, -3.264035, -1.201902], [0.809667, -4.117959, -1.341225], [3.499862, -2.866935, 1.081407], [5.854921, -2.208935, 0.874646], [6.472670, 0.179049, 0.700949], [4.709918, 1.913755, 0.746421], [2.346968, 1.262003, 0.950598], [-0.986889, -3.359476, 1.312045], [-1.329114, -5.051336, 3.059127], [0.255005, -5.214711, 4.957051], [2.170720, -3.656489, 5.094006], [2.486016, -1.930055, 3.372619], [0.786007, -2.655226, -4.252541], [2.826808, -2.789118, -5.585299], [4.786774, -1.393145, -5.012538], [4.669772, 0.153217, -3.081004], [2.625897, 0.288274, -1.733929], [-2.246485, -0.034084, -2.567385], [-4.246699, -0.837122, -3.752679], [-4.403445, -3.214423, -4.435030], [-2.547622, -4.763655, -3.913655], [-0.558268, -3.971025, -2.766110], [1.748515, 4.560902, 0.307441], [-0.080435, 4.152137, 0.645419], [-0.478277, 5.066804, 2.281987], [-1.214806, 5.029933, -0.607876], [-0.316063, 2.508949, 1.020473], [1.843825, 5.645057, 0.247142], [2.080270, 4.101019, -0.619826], [2.322357, 4.189883, 1.155522], [-0.567468, 6.136744, 2.100185], [0.303111, 4.889036, 3.014454], [-1.420430, 4.680529, 2.668797], [-1.084346, 6.093711, -0.408365], [-2.245635, 4.743156, -0.410838], [-0.932239, 4.789996, -1.628244]], "atomic_forces_ev_per_a": [[-0.251, 0.314, 0.192], [-0.065, 0.011, 0.019], [-0.387, -0.197, -0.086], [0.019, -0.018, 0.033], [-0.132, -0.062, -0.002], [0.008, 0.101, 0.129], [0.006, 0.078, -0.135], [-0.036, 0.016, 0.056], [0.007, 0.038, 0.182], [-0.010, 0.019, -0.006], [0.033, -0.007, 0.017], [0.011, -0.003, -0.023], [-0.022, 0.012, -0.001], [0.031, -0.023, -0.008], [0.011, -0.005, 0.024], [0.017, -0.019, -0.043], [0.019, -0.056, 0.066], [0.039, 0.050, -0.004], [0.031, -0.064, -0.038], [0.001, -0.032, -0.010], [0.013, -0.028, -0.008], [-0.002, 0.007, -0.003], [0.019, -0.003, -0.027], [0.000, 0.056, -0.093], [0.008, -0.002, 0.015], [0.071, -0.004, 0.064], [-0.137, -0.007, -0.050], [-0.038, 0.005, -0.090], [0.063, 0.001, 0.028], [-0.127, -0.038, 0.217], [0.000, 0.067, -0.225], [0.280, -0.036, 0.102], [0.005, 0.018, -0.230], [0.046, 0.008, -0.216], [-0.049, -0.012, 0.107], [0.061, 0.007, -0.051], [0.006, -0.006, 0.082], [0.044, -0.003, -0.036], [0.136, 0.017, -0.020], [0.120, -0.084, -0.484], [0.085, -0.097, 0.075], [0.007, -0.034, -0.105], [0.001, 0.030, 0.005], [-0.045, 0.003, 0.005], [0.049, -0.082, 0.020], [-0.053, 0.113, 0.033], [0.043, 0.054, 0.105], [0.019, -0.028, -0.001], [0.026, 0.012, 0.041], [-0.017, -0.015, -0.027], [-0.015, 0.043, -0.032], [0.009, -0.033, 0.086], [0.010, -0.321, 0.029], [0.052, -0.125, -0.124], [-0.094, 0.092, -0.078], [0.052, 0.041, 0.027], [-0.031, -0.031, -0.019], [-0.057, 0.016, 0.031], [0.057, 0.006, 0.104], [-0.038, -0.168, -0.055], [0.025, 0.121, -0.020], [0.052, -0.019, 0.025], [0.008, -0.021, -0.005], [-0.034, 0.035, 0.003], [-0.003, -0.002, 0.112], [-0.015, 0.029, 0.018], [0.010, -0.008, -0.014], [0.005, -0.007, -0.008], [-0.002, 0.010, 0.006], [-0.002, -0.001, 0.003], [-0.001, -0.009, -0.010], [-0.003, 0.010, 0.004], [-0.053, -0.041, -0.017], [-0.006, 0.020, -0.017], [0.001, -0.004, 0.005], [-0.006, -0.002, -0.005], [0.000, -0.006, 0.003], [-0.031, -0.010, 0.003], [-0.067, -0.042, 0.038], [-0.005, 0.000, -0.001], [-0.002, 0.001, 0.003], [0.002, 0.005, 0.003], [-0.015, -0.010, -0.026], [0.013, -0.037, -0.010], [0.004, 0.002, -0.003], [-0.004, -0.001, 0.009], [-0.002, 0.001, -0.006], [0.057, 0.028, -0.032], [0.134, -0.025, -0.098], [-0.011, -0.537, 0.629], [-0.114, 0.022, 0.066], [-0.112, -0.029, -0.149], [0.216, 0.846, -0.030], [0.049, -0.003, -0.007], [-0.011, 0.021, 0.011], [0.045, 0.003, -0.011], [-0.002, 0.003, 0.005], [0.047, -0.016, 0.031], [-0.012, 0.038, 0.007], [-0.042, 0.024, -0.072], [-0.010, 0.024, -0.025], [-0.016, -0.002, 0.017]], "mulliken_charge": [0.6652, -1.0908, 1.3550, -1.3140, -1.2589, -0.9430, 1.4440, -1.5398, -1.1781, 0.5186, -0.1131, 0.4452, 0.5606, 0.3366, 0.3085, 0.2441, 0.7733, 0.7905, -0.1832, 0.3792, 0.4657, 0.3847, 0.4383, -0.1333, 0.4785, -0.3229, 0.7250, 0.0542, -0.3569, -1.2397, -0.1269, 1.4632, -0.5760, -0.0951, -0.3605, 0.3253, -0.3049, -0.9539, 0.9068, 0.2265, 0.5114, -0.3629, -0.8889, -0.7294, -0.5437, -0.5910, 0.9113, -0.6987, -0.6863, -0.7383, -0.6622, -0.8251, 1.3090, 0.4974, -0.6600, -0.7296, -0.6621, -1.0943, -0.1468, 0.0654, 0.1783, -0.4795, -0.8373, -0.8045, -0.5222, 0.4372, 0.3546, 0.0389, 0.4227, 0.4611, 0.4164, 0.4778, 0.2157, 0.3400, 0.4784, 0.4063, 0.4547, 0.4718, 0.4236, 0.4515, 0.4004, 0.4742, 0.2002, -0.0449, 0.5083, 0.4038, 0.4524, 0.2797, -1.1222, 0.8853, -1.2267, -1.1840, -0.6139, 0.5393, 0.3181, 0.3629, 0.5235, 0.3950, 0.3613, 0.6335, 0.3059, 0.2890]}